1.
{
  "formula": "C3H5FS",
  "method": "ωB97M-V/def2-TZVPD",
  "homo_ev": -8.747,
  "energy_ev": -16741.0685,
  "e_above_lowest_kcal_mol": 71.60,
  "smiles": "FCCC=S",
  "species": ["C", "C", "C", "H", "H", "H", "H", "H", "F", "S"],
  "positions_angstrom": [[-1.8183, 0.3781, 0.5034], [-0.6701, 1.0339, -0.3684], [0.4659, -0.0918, -0.2770], [-2.9907, 0.8486, 0.7680], [-1.1114, 0.3046, 1.5327], [-0.2702, 2.0683, -0.1859], [-0.9187, 1.1012, -1.5246], [0.2601, -0.9504, -0.7418], [-1.7750, -1.0580, -0.1574], [2.0714, -0.1107, 0.1513]],
  "forces_ev_per_angstrom": [[1.7645, -0.6410, 1.6038], [0.4390, -0.7811, -2.2383], [2.5721, 4.0621, 0.7092], [3.7133, -1.7432, -1.4251], [-2.8496, -0.3907, -2.2142], [-0.6307, -1.1180, 0.7784], [0.1559, -0.4803, 2.2336], [-1.5672, -3.0482, -1.5954], [-1.5644, 3.2111, 2.0617], [-2.0330, 0.9292, 0.0864]],
  "mulliken_charge": [-0.1714, -0.4147, -0.3620, 0.2872, 0.2233, 0.3267, 0.2344, 0.3946, -0.3282, -0.1898]
}

2.
{
  "formula": "C9H11N2",
  "method": "ωB97M-V/def2-TZVPD",
  "homo_ev": [-10.926, -13.229],
  "charge": 1,
  "energy_ev": -12478.7783,
  "spin_multiplicity": 3,
  "e_above_lowest_kcal_mol": 46.99,
  "species": ["C", "C", "C", "C", "C", "C", "C", "C", "C", "N", "N", "H", "H", "H", "H", "H", "H", "H", "H", "H", "H", "H"],
  "positions_angstrom": [[-2.6780, -0.4756, 0.1475], [-2.5524, 0.8650, -0.2499], [-1.5143, -1.1240, 0.3799], [-1.2600, 1.4760, -0.2940], [-0.1083, -0.6824, 0.1945], [-0.0393, 0.7844, -0.0298], [1.4648, 2.4425, 1.0479], [1.1031, -1.3780, 0.8803], [1.6577, -1.4634, -1.6324], [0.7241, -1.6997, -0.4531], [0.8385, 1.6641, 0.3240], [-3.6355, -0.8519, 0.4637], [-3.4057, 1.5144, -0.4199], [-1.5735, -2.1083, 0.6083], [-1.1660, 2.5205, -0.6008], [1.3100, 2.5066, 2.1266], [2.2658, 3.1267, 0.7027], [1.9589, -0.6317, 1.0934], [0.9481, -2.1325, 1.6192], [1.0919, -1.7307, -2.5177], [2.1422, -0.4861, -1.8334], [2.4278, -2.1359, -1.5570]],
  "forces_ev_per_angstrom": [[-0.2658, 3.4823, -0.0161], [-0.6020, -0.1641, 0.1120], [2.1660, 0.4186, -0.3349], [-0.1326, -0.7069, -1.0859], [0.2809, -0.1709, 0.2321], [-2.8615, 0.3652, 0.2747], [1.0240, 0.7118, 0.6570], [0.3449, 2.0210, -0.2405], [-2.4228, 1.3934, 0.1805], [1.6487, 0.5849, -1.3205], [2.2993, 0.1789, -0.2787], [-0.1429, -0.4399, -0.4385], [0.0716, -0.2515, -0.0385], [-0.0451, -3.0105, 1.0187], [-0.1596, -0.2287, 0.4278], [-0.3599, -0.2195, 0.1201], [-0.5378, -0.5024, -0.3700], [-1.2083, -1.3630, -0.4596], [-0.1078, -0.3369, 0.4646], [-0.1125, 0.0608, -0.1219], [-0.6491, 0.0067, 0.7674], [1.7723, -1.8293, 0.4503]],
  "lowdin_spin": [0.1506, 0.3126, 0.3503, 0.3646, 0.0635, 0.1841, 0.0550, 0.0573, 0.0101, 0.0651, 0.2958, 0.0000, 0.0112, 0.0187, 0.0102, 0.0250, 0.0173, 0.0031, 0.0027, 0.0003, 0.0004, 0.0021]
}

3.
{
  "formula": "C4H5N3O",
  "method": "ωB97M-V/def2-TZVPD",
  "homo_ev": -9.157,
  "energy_ev": -10739.3701,
  "e_above_lowest_kcal_mol": 190.13,
  "species": ["C", "C", "C", "C", "H", "H", "H", "H", "H", "N", "N", "N", "O"],
  "positions_angstrom": [[0.6667, 1.4520, 0.1300], [0.0783, -1.0546, -0.0911], [-1.1900, -1.1923, -0.4919], [-2.3094, -0.3302, -0.0545], [2.6708, -0.3450, -0.5327], [1.4554, 2.0508, 0.8125], [-0.4890, 2.7918, -0.4862], [0.5384, -2.2701, 0.3187], [-1.3346, -2.5863, -0.2899], [1.0921, 0.0034, 0.1451], [-0.4950, 1.8231, -0.4260], [-3.0249, 0.2300, 0.6607], [2.3412, -0.5726, 0.3053]],
  "forces_ev_per_angstrom": [[-0.2911, -0.4939, 0.3427], [4.2403, -2.4792, 1.7157], [-1.6715, -3.7001, 2.2504], [1.2068, -0.6798, 0.2048], [1.7101, -0.0672, -1.7974], [-1.7711, -0.9353, -2.0618], [-0.3533, 2.4073, 0.4456], [-0.6003, 4.4758, -1.7949], [-0.6506, 4.8207, -1.0485], [-6.1465, -0.4402, -0.4502], [5.0692, -4.0235, 1.5428], [-0.0306, -0.2475, -0.9260], [-0.7113, 1.3628, 1.5767]],
  "mulliken_charge": [0.0347, -0.1220, -0.2376, 0.3628, 0.3555, 0.2963, 0.2168, 0.1313, 0.2087, 0.0947, -0.5463, -0.4014, -0.3936]
}